Model 1:
17
Properties=species:S:1:pos:R:3 method="wB97M-V/def2-TZVPD" orbital_gap_ev=7.2 charge=-1 e_lumo_ev=4.24 multiplicity=1 homo_energy_ev=-2.938
C -2.45982 0.06205 0.44452
N -1.93243 -1.09053 -0.29653
C -0.56769 -1.27308 -0.29324
N -0.00391 -2.04567 -1.14413
H -2.80326 -0.21306 1.44452
H -1.65666 0.79938 0.53911
H -3.25299 0.52177 -0.14898
H -2.37155 -1.30279 -1.17865
H -0.01027 -0.68550 0.45541
H 0.99940 -1.95898 -1.04755
N 2.48812 0.89097 -0.61587
C 1.77381 0.88100 0.69378
O 0.45695 1.16276 0.54163
H 1.85769 1.36118 -1.25556
H 3.29674 1.50999 -0.60105
H 1.88573 -0.17300 1.06006
H 2.30013 1.55352 1.40254

Model 2:
17
Properties=species:S:1:pos:R:3 method="wB97M-V/def2-TZVPD" orbital_gap_ev=6.9 charge=-1 e_lumo_ev=3.92 multiplicity=1 homo_energy_ev=-2.968
C 0.87667 -2.41017 -0.00368
N -0.09825 -1.42528 -0.53934
C 0.60733 -0.41654 -1.45187
O 1.43290 -0.88571 -2.30996
H 1.47636 -2.93324 -0.74490
H 0.40206 -3.08558 0.69725
H 1.57631 -1.98080 0.67390
H -0.70729 -1.95291 -1.17189
H 1.09950 0.28400 -0.66297
H -0.27695 0.20346 -1.81914
N -1.20121 1.24061 0.41506
C -0.89793 2.40156 1.03122
N -1.16559 2.74189 2.22620
H -0.46798 0.86819 -0.15777
H -1.49296 0.52087 1.07348
H -0.32043 3.14482 0.30952
H -0.84254 3.68481 2.43488

Winner for stability: model 1

Model 1:
7
Properties=species:S:1:pos:R:3 method="wB97M-V/def2-TZVPD" orbital_gap_ev=10.0 e_lumo_ev=-2.26 multiplicity=1 homo_energy_ev=-12.247
N -0.89018 -0.00748 0.33736
O 0.49577 -0.24805 -1.39254
O -1.29168 1.02878 0.40280
O 1.64216 -1.14887 0.69255
O 1.26257 1.24106 0.33193
F -1.87247 -1.00897 -0.31061
S 1.10749 -0.11034 -0.08886

Model 2:
7
Properties=species:S:1:pos:R:3 method="wB97M-V/def2-TZVPD" orbital_gap_ev=11.0 e_lumo_ev=-1.10 multiplicity=1 homo_energy_ev=-12.113
N -1.52562 0.50271 0.32474
O -1.32825 0.05271 -0.69352
O -2.06653 1.35865 0.82296
O 1.43696 0.58728 -0.46692
O 2.65671 -1.31192 -1.22050
F -0.95461 -0.42859 1.46279
S 1.78134 -0.76084 -0.22956

Model 3:
7
Properties=species:S:1:pos:R:3 method="wB97M-V/def2-TZVPD" orbital_gap_ev=10.9 e_lumo_ev=-0.91 multiplicity=1 homo_energy_ev=-11.841
N -0.08625 -1.18896 -0.79754
O 0.15739 -1.14295 0.29295
O 0.09665 -1.85881 -1.75603
O -0.94422 1.36123 1.48072
O 1.22362 1.52946 0.43097
F -0.89717 0.10839 -1.21805
S 0.44998 1.19163 1.56698

Model 4:
7
Properties=species:S:1:pos:R:3 method="wB97M-V/def2-TZVPD" orbital_gap_ev=11.1 e_lumo_ev=-1.52 multiplicity=1 smiles="O=[N+]([O-])S(=O)(=O)F" homo_energy_ev=-12.602
O -1.60107 -0.83388 -0.71509
N -0.96968 -0.05776 -0.02542
O -1.25469 0.87025 0.63907
S 0.83272 -0.07283 -0.11418
O 1.56045 -1.23558 -0.30988
O 1.22236 1.07783 -0.78186
F 1.00460 0.25689 1.47957

Winner for stability: model 4